Record 1
144
Properties=species:S:1:pos:R:3:lowdin_charge:R:1 method="wB97M-V/def2-TZVPD" gap_ev=4.63 total_charge=+1 spin_multiplicity=1 molar_mass_g_mol=903.0 e_tot_ha=-3243.89410
C -27.93163 -2.24855 1.17064 0.02
C -26.75322 -3.12969 1.66014 -0.43
C -25.46888 -2.50237 0.99666 -0.12
C -24.09908 -2.81602 1.60506 -0.17
C -24.05657 -2.41361 3.07643 -0.11
C -25.25022 -3.11913 3.87343 -0.42
N -26.58474 -3.17058 3.13732 0.14
O -27.65503 -3.56887 3.92687 0.18
C -25.38287 -2.18772 5.05210 -0.03
C -24.90288 -4.58334 4.26200 0.03
C -26.82676 -4.53610 1.12632 -0.02
H -28.82312 -2.43868 1.76831 0.09
H -28.09882 -2.61721 0.15859 0.10
H -27.74323 -1.17647 1.22761 0.10
H -25.50669 -1.43239 0.79221 0.13
H -25.38999 -2.89425 -0.01739 0.13
H -23.34721 -2.28889 1.01777 0.12
H -23.75429 -3.82743 1.39001 0.12
H -24.02443 -1.32557 3.13321 0.13
H -23.15314 -2.68668 3.62175 0.13
H -25.64737 -1.16085 4.79978 0.11
H -24.36623 -2.08676 5.43208 0.11
H -26.00180 -2.54462 5.87529 0.10
H -25.30755 -4.67560 5.26989 0.10
H -23.83023 -4.77294 4.30170 0.10
H -25.30274 -5.32957 3.57547 0.09
H -27.06765 -4.62569 0.06705 0.11
H -27.44626 -5.34600 1.51151 0.11
H -25.82535 -4.96599 1.14782 0.09
C -34.92901 -1.37642 1.29784 -0.16
C -35.17032 -2.70629 1.91491 -0.13
O -34.83001 -3.53428 0.85277 0.08
C -34.08454 -2.95486 -0.06425 -0.54
O -33.40944 -3.51171 -0.92279 0.13
O -34.27893 -1.62009 0.08611 0.08
H -34.21307 -0.85065 1.92959 0.13
H -35.82834 -0.76191 1.25669 0.14
H -36.21941 -2.78534 2.20000 0.14
H -34.48821 -2.79668 2.76029 0.14
C -27.79604 4.07494 -0.07739 -0.13
C -28.23214 5.49291 -0.45917 -0.07
O -27.08897 6.30124 0.00836 0.07
C -26.30183 5.59986 0.81998 -0.60
O -25.39157 5.97374 1.50810 0.16
O -26.79350 4.37286 0.85480 0.05
H -27.44392 3.47905 -0.91942 0.13
H -28.69618 3.73959 0.43778 0.13
H -29.08892 5.77262 0.15384 0.13
H -28.43610 5.51280 -1.52974 0.13
C -23.79006 -11.39603 -2.48323 -0.08
C -24.84992 -10.81648 -3.36633 -0.13
O -25.39010 -9.99859 -2.36070 0.04
C -25.58879 -10.74453 -1.26760 -0.53
O -26.41157 -10.68966 -0.34057 0.11
O -24.61021 -11.69642 -1.26261 0.04
H -23.04603 -10.66768 -2.16070 0.14
H -23.32461 -12.29802 -2.88055 0.13
H -25.58155 -11.51008 -3.78073 0.14
H -24.41848 -10.23153 -4.17861 0.14
C -33.72843 -0.39490 7.70733 -0.11
C -33.13571 0.96480 8.33237 -0.07
O -32.11464 1.33856 7.41890 0.05
C -31.82896 0.34827 6.55936 -0.54
O -31.03344 0.36403 5.64497 0.13
O -32.73631 -0.63444 6.76576 0.04
H -34.77398 -0.28333 7.42013 0.12
H -33.75815 -1.20844 8.43216 0.12
H -32.70096 0.68500 9.29195 0.13
H -33.79525 1.83167 8.29176 0.13
O -25.53967 -0.69985 -4.76072 -0.06
H -24.96604 -1.45651 -4.88175 0.02
H -26.25200 -0.83637 -5.38536 0.03
O -32.39977 -7.23005 1.82678 -0.05
H -32.37159 -6.32163 1.52640 0.02
H -32.54677 -7.74146 1.03113 0.03
O -25.23355 -4.97037 -4.97314 -0.06
H -25.07348 -5.49592 -5.75698 0.03
H -26.18704 -4.94223 -4.89367 0.03
O -29.07146 -4.87164 9.22178 -0.05
H -28.24489 -4.40743 9.35411 0.03
H -29.15193 -4.95228 8.27138 0.02
C -19.72878 1.16845 -0.52190 -0.08
C -18.50402 0.48611 0.20465 -0.27
O -18.86802 -0.68334 0.97354 -0.12
H -20.52768 1.59890 0.08190 0.06
H -20.14143 0.55956 -1.32632 0.06
H -19.34658 1.99074 -1.12676 0.06
H -18.02193 1.14061 0.93081 0.10
H -17.81052 0.11823 -0.55154 0.10
H -18.08059 -1.04316 1.38839 0.07
C -26.96536 4.23544 6.49108 -0.07
C -25.77633 5.17104 7.07715 -0.31
O -25.09833 4.33321 7.92389 -0.08
H -27.72684 4.88104 6.05354 0.05
H -27.41505 3.62733 7.27599 0.06
H -26.71514 3.53880 5.69098 0.05
H -26.26895 5.93770 7.67520 0.10
H -25.25169 5.68364 6.27088 0.10
H -25.10365 4.81754 8.75274 0.09
C -20.71407 4.51441 5.13281 -0.08
C -20.08881 3.42262 6.07846 -0.31
O -21.11882 2.49685 6.26282 -0.09
H -21.38213 5.15199 5.71184 0.06
H -21.12680 4.17076 4.18430 0.07
H -20.02473 5.27517 4.76654 0.06
H -19.74156 3.87749 7.00614 0.11
H -19.29333 2.92323 5.52536 0.11
H -21.69702 3.09659 6.73987 0.07
C -26.51547 -10.22803 7.14747 -0.09
C -27.76649 -9.97505 6.31549 -0.33
O -28.03418 -8.58767 6.22938 -0.09
H -25.63873 -9.72565 6.73878 0.07
H -26.27966 -11.29029 7.08337 0.07
H -26.59113 -9.94413 8.19712 0.07
H -28.62432 -10.38751 6.84663 0.11
H -27.73936 -10.47965 5.34971 0.11
H -28.92986 -8.42304 5.92564 0.08
C -27.46885 0.91288 11.14913 -0.07
C -26.11696 0.16783 11.38856 -0.34
O -26.39848 -1.18474 11.23001 -0.08
H -27.83556 1.08362 12.16128 0.07
H -28.15155 0.43806 10.44443 0.07
H -27.19489 1.91685 10.82491 0.06
H -25.70905 0.37891 12.37706 0.11
H -25.36708 0.52872 10.68461 0.10
H -25.61472 -1.70097 11.43204 0.08
C -19.29780 -4.81539 -1.99132 -0.08
C -20.38818 -4.94067 -3.12029 -0.29
O -21.14732 -6.15257 -2.90659 -0.10
H -18.63161 -5.67812 -1.99310 0.07
H -19.81336 -4.88325 -1.03336 0.06
H -18.72274 -3.89509 -2.09364 0.07
H -19.93556 -5.06458 -4.10409 0.10
H -20.97869 -4.02758 -3.04503 0.10
H -22.04201 -5.89181 -3.13708 0.06
C -17.76226 0.32542 11.92364 -0.07
C -18.74590 0.77671 10.81639 -0.35
O -19.72399 -0.16927 10.52107 -0.07
H -16.95765 1.05485 12.01642 0.07
H -17.33179 -0.60121 11.54396 0.07
H -18.22901 0.16475 12.89546 0.07
H -18.11319 0.86506 9.93324 0.10
H -19.17187 1.77152 10.94682 0.10
H -20.11009 0.12521 9.69293 0.08

***

Record 2
79
Properties=species:S:1:pos:R:3:lowdin_charge:R:1 method="wB97M-V/def2-TZVPD" gap_ev=8.44 total_charge=0 spin_multiplicity=1 molar_mass_g_mol=1068.9 e_tot_ha=-10259.77559
C 3.62855 -1.63320 -1.53527 -0.19
C 3.46118 -0.22325 -1.66442 -0.23
C 3.13076 1.41280 -1.69217 -0.13
C 2.84490 1.83348 -0.12528 -0.53
N 4.01754 1.17102 0.63987 -0.03
C 5.31312 1.89334 0.48550 -0.28
C 6.50518 0.76181 0.81250 -0.24
C 6.17032 -0.15370 2.13369 -0.15
O 1.69650 1.28608 0.52087 -0.06
C 0.37092 1.55430 0.11926 -0.31
C -0.17087 1.02375 -1.33035 -0.20
N 0.22038 -0.39059 -1.69338 0.01
C -0.21381 3.09709 0.29077 -0.23
N -1.70914 2.97454 0.53520 -0.49
Cl -2.33215 4.45504 1.21060 0.56
B -0.58328 0.70139 1.22210 -0.38
O -0.37979 1.13946 2.64835 0.03
O -1.49612 -0.39288 0.84758 -0.09
C -1.57898 -1.43815 1.88104 -0.30
C -0.25927 -2.39854 1.71932 -0.08
P 3.14030 3.71856 -0.01221 0.77
N 3.19749 4.10426 1.56596 -0.32
H 3.78044 -2.68056 -0.98476 0.05
H 2.28096 1.70066 -2.44248 0.11
H 4.12219 1.90295 -2.14201 0.12
H 3.71925 1.09456 1.65612 0.14
H 5.57709 2.29658 -0.57866 0.10
H 5.51317 2.74651 1.29701 0.11
H 7.55925 1.29699 0.84856 0.11
H 6.51596 0.01965 -0.11596 0.04
H 7.17118 -0.54206 2.61599 0.07
H 5.60836 -1.12835 1.73638 0.06
H 5.45196 0.38920 2.89178 0.08
H 0.12687 1.83117 -2.15790 0.12
H -1.36515 1.04371 -1.32317 0.13
H 0.66910 -0.43857 -2.63851 0.07
H -0.61428 -1.03466 -1.66845 0.08
H -0.01484 3.69988 -0.69986 0.11
H 0.36899 3.57990 1.20373 0.13
H -2.24374 2.85584 -0.36152 0.08
H -1.06538 1.84348 2.84368 0.11
H -1.77186 -1.04456 2.96886 0.14
H -2.52668 -2.11246 1.61190 -0.01
H 0.68432 -1.88913 2.19895 0.09
H -0.50036 -3.41091 2.29052 0.09
H -0.07099 -2.67570 0.57371 0.10
H 2.03354 4.47704 -0.59547 0.00
H 4.32425 4.16761 -0.75925 0.02
H 4.12705 4.57180 1.76266 -0.03
C 7.55566 -3.02318 -0.71649 -1.48
Cl 7.92288 -3.34949 0.98592 0.53
Cl 7.56829 -4.52613 -1.65488 0.52
Cl 5.99046 -2.20707 -0.86996 0.63
H 8.32933 -2.36191 -1.11501 0.02
C -5.48412 -2.73200 0.12714 -1.51
Cl -5.03123 -4.37072 -0.37192 0.53
Cl -6.55410 -2.78476 1.53849 0.53
Cl -4.04004 -1.76676 0.47696 0.67
H -6.02389 -2.25799 -0.69664 -0.04
C -10.25793 -1.61986 2.78353 -1.56
Cl -11.32648 -2.82186 2.03992 0.52
Cl -11.04428 -0.03272 2.83056 0.50
Cl -9.78750 -2.12963 4.41395 0.52
H -9.35431 -1.53850 2.17404 -0.04
C -7.38392 -3.15357 -3.86321 -1.52
Cl -6.93103 -4.79229 -4.36226 0.52
Cl -8.45390 -3.20633 -2.45186 0.53
Cl -5.93984 -2.18833 -3.51338 0.53
H -7.92369 -2.67956 -4.68699 0.02
C -7.98392 2.29426 3.01940 -1.53
Cl -7.53103 0.65554 2.52035 0.51
Cl -9.05390 2.24150 4.43075 0.51
Cl -6.53984 3.25950 3.36923 0.52
H -8.52369 2.76827 2.19562 0.02
C 4.72522 -1.05075 -5.43674 -1.49
Cl 5.98205 0.18914 -5.58710 0.51
Cl 3.78399 -0.80621 -3.95558 0.66
Cl 3.66540 -1.03768 -6.85662 0.50
H 5.21096 -2.02815 -5.37862 0.02

***

Record 3
117
Properties=species:S:1:pos:R:3:lowdin_charge:R:1 method="wB97M-V/def2-TZVPD" gap_ev=6.20 total_charge=+2 spin_multiplicity=1 molar_mass_g_mol=1265.3 e_above_lowest_kj_mol=292.5 e_tot_ha=-5421.55569
Ta 0.95112 -0.24749 -0.64847 1.91
C -7.39631 1.91986 -0.81994 -0.03
C -6.00349 1.51875 -0.45724 -0.25
C -5.72250 0.66447 0.60634 -0.01
C -4.41989 0.31143 0.92203 -0.03
C -3.39190 0.82504 0.15529 -0.34
C -3.64610 1.64667 -0.93572 -0.11
C -4.94599 1.99323 -1.23075 -0.02
S -1.63682 0.54590 0.42855 1.03
O -1.43233 -0.90223 0.75811 -0.57
C -1.44488 1.59725 1.88824 -0.27
C -1.64522 2.94249 1.50772 -0.08
C -1.48351 3.95978 2.39851 0.01
C -0.95616 3.69619 3.68096 -0.15
C -0.70700 4.72857 4.60754 -0.01
C -0.12412 4.45882 5.81501 -0.05
C 0.26473 3.14833 6.12297 -0.04
C 0.00018 2.12139 5.25968 -0.01
C -0.65976 2.35564 4.03479 -0.11
C -1.01862 1.27719 3.15395 -0.11
C -1.00340 -0.04611 3.81063 -0.12
C -1.82556 -0.15287 4.98252 -0.11
C -2.85481 0.77113 5.26617 -0.01
C -3.55759 0.70502 6.43847 -0.04
C -3.29480 -0.30720 7.37319 -0.05
C -2.34674 -1.25529 7.10213 -0.01
C -1.59737 -1.20360 5.90974 -0.15
C -0.61236 -2.17313 5.62071 0.01
C 0.04232 -2.14656 4.42554 -0.05
C -0.12625 -1.06730 3.53064 -0.26
S 0.58384 -1.40152 1.92448 1.17
O 0.86440 -0.03701 1.22592 -0.61
C 2.28750 -1.76098 2.35188 -0.36
C 2.65800 -3.08694 2.52002 -0.08
C 3.97249 -3.39699 2.81271 -0.01
C 4.93480 -2.39618 2.90580 -0.26
C 6.35191 -2.72021 3.24369 -0.03
C 4.54929 -1.07633 2.67763 -0.01
C 3.23548 -0.75009 2.40344 -0.05
H -8.12134 1.60104 -0.07640 0.08
H -7.65998 1.47614 -1.78065 0.09
H -7.45817 3.00188 -0.93135 0.09
H -6.53312 0.26998 1.19921 0.12
H -4.20080 -0.35521 1.74338 0.12
H -2.81867 1.99449 -1.53565 0.08
H -5.15113 2.64310 -2.06601 0.12
H -1.97206 3.14690 0.50027 0.10
H -1.72166 4.97538 2.12472 0.13
H -0.98475 5.73746 4.34492 0.12
H 0.06075 5.24948 6.52412 0.11
H 0.77933 2.94898 7.04949 0.11
H 0.32369 1.12238 5.50680 0.12
H -3.09068 1.53824 4.54411 0.12
H -4.32354 1.43679 6.64777 0.11
H -3.85980 -0.34431 8.29063 0.11
H -2.15401 -2.06297 7.79229 0.12
H -0.40009 -2.94106 6.35061 0.13
H 0.74287 -2.92626 4.17094 0.10
H 1.91999 -3.86947 2.41807 0.12
H 4.25264 -4.42822 2.96326 0.12
H 6.49072 -3.78740 3.40089 0.08
H 6.64241 -2.19667 4.15343 0.10
H 7.01478 -2.38527 2.44724 0.09
H 5.28513 -0.28917 2.72217 0.13
H 2.95006 0.27989 2.23428 0.12
O 5.04528 -0.07008 -4.32251 0.06
C 5.54227 -0.84553 -3.34778 -0.25
C 6.80354 -1.43044 -3.44662 0.00
C 7.28710 -2.24559 -2.44272 -0.05
C 6.52376 -2.48999 -1.30653 -0.07
C 5.28079 -1.91168 -1.18367 -0.01
C 4.76900 -1.08622 -2.19299 -0.07
C 3.44832 -0.50950 -2.02289 -0.36
O 2.76730 -0.70352 -0.90546 -0.19
N 2.87990 0.18692 -2.94951 0.03
N 1.62088 0.61354 -2.63425 -0.19
C 1.22181 1.54293 -3.49139 -0.87
S -0.29121 2.33312 -3.39346 1.01
C -0.16414 3.05367 -5.08844 -0.45
C 1.28025 3.39256 -5.34454 -0.47
S 2.29622 1.97486 -4.76635 1.04
H 5.69381 0.02138 -5.03731 0.13
H 7.40819 -1.23640 -4.32223 0.12
H 8.26417 -2.69064 -2.54594 0.12
H 6.90854 -3.12130 -0.52137 0.10
H 4.66600 -2.08048 -0.31147 0.11
H -0.80777 3.93036 -5.12000 0.09
H -0.52950 2.30701 -5.79513 0.09
H 1.60708 4.27621 -4.79788 0.09
H 1.46329 3.54525 -6.40576 0.09
O 2.21394 1.83849 0.01799 -0.08
N 1.25285 2.56030 -0.22700 -0.11
O 0.27428 1.94165 -0.73149 -0.38
N 1.65295 -6.66123 -5.09706 0.15
C 1.26901 -5.77866 -4.15855 -0.29
C 2.00846 -4.59868 -3.93160 0.01
C 1.60308 -3.70422 -2.96993 -0.04
C 0.46163 -3.97210 -2.22233 -0.32
C -0.26622 -5.14278 -2.40725 -0.06
C 0.13154 -6.03859 -3.36742 0.00
S -0.03373 -2.82564 -1.00136 0.63
O 1.14903 -2.43503 -0.21213 -0.44
O -1.14338 -3.31225 -0.26062 -0.25
N -0.27797 -1.37936 -1.73586 -0.30
C -1.44774 -1.21293 -2.41596 -0.69
S -2.49912 -2.54806 -2.81321 1.13
C -3.53094 -1.41546 -3.61559 -0.33
C -3.02323 -0.16452 -3.51190 -0.24
N -1.84831 -0.05678 -2.83226 0.00
H 2.41824 -6.45764 -5.71580 0.12
H 1.08767 -7.46972 -5.29063 0.12
H 2.90087 -4.40544 -4.50901 0.12
H 2.16643 -2.80202 -2.77236 0.11
H -1.12315 -5.32601 -1.78108 0.12
H -0.42035 -6.95396 -3.51710 0.12
H -4.42797 -1.73411 -4.10661 0.07
H -3.45804 0.72824 -3.91528 0.11

***

Number 1: HOMO -11.29 eV. Number 2: HOMO -8.33 eV. Number 3: HOMO -12.20 eV.